DFT (wB97M-V/def2-TZVPD) results for a cluster of 15 separate species, C18H66O24 in total in a non-equilibrium geometry.

Each line ends with the Mulliken charge.
CARTESIAN COORDINATES (ANGSTROEM)
O -2.823542 -4.465120 2.376549  -0.4684
C -4.923817 0.216880 0.771076  -0.1567
H -3.261979 -3.109310 4.778940  0.3452
H -3.700675 -4.509728 2.694486  0.2869
O -0.614564 -4.130422 -5.963228  -0.5451
H 1.338492 4.981262 -1.005519  0.0660
H -0.408347 4.909083 3.277153  0.3372
O 1.565988 -3.203950 -3.150692  -0.6086
H 2.808256 4.611639 -2.068849  0.3816
O 2.990529 -2.180973 1.102492  -0.1361
H 3.553346 -0.170414 3.107572  0.3257
H 1.166687 2.541705 2.037428  0.2025
C -2.340072 -3.043360 4.206695  -0.5677
H -5.921868 -0.610798 2.557127  0.3021
H 0.952948 1.076479 0.319657  -0.5784
O -3.808049 0.456076 1.588055  -0.4163
H -1.967451 -0.457450 -0.012831  -0.5249
H 0.913058 4.929749 1.992182  0.2036
O 0.535890 0.310831 -0.119508  1.8987
H -3.207768 1.698994 -2.073190  0.3925
C 3.251069 -4.519173 1.404264  -0.7431
O -0.931829 -1.845416 -1.127716  -0.6641
H 1.237636 -0.457593 -1.783855  0.1949
H -1.077426 3.584192 1.070750  0.0964
H -0.324843 -0.221926 1.736711  0.3479
C 4.624837 0.708335 -0.427476  0.8647
O -5.071285 -2.040550 1.481928  -0.4493
C 0.404278 -3.449404 -3.848763  0.1234
H -2.815642 -2.054176 2.629902  0.2388
O 2.431150 2.204619 -2.581785  -0.6116
H -0.343956 -2.668879 -3.676444  0.1230
O -0.555154 3.539745 1.831051  -0.4231
H -1.355500 1.680538 -0.602347  -0.2993
H -6.780363 -0.917940 1.073430  0.3469
H -0.186924 -2.479692 -1.003750  0.4230
C -0.185623 4.905942 2.215862  -0.3602
O 4.409904 -0.682513 -0.820983  -0.6542
H 1.461426 -4.263327 -5.551615  0.3437
H 4.144857 -2.970174 2.572256  0.4355
H 1.157643 2.356670 -1.082119  -0.8451
O 1.869359 -0.662443 -2.450693  -1.0099
O -3.424060 -4.076760 -1.236407  -0.6653
H 2.632027 -0.686528 -1.901038  0.3681
H -1.611638 -2.921194 4.998493  0.3259
H -4.254310 3.829590 -2.627542  0.4404
H -0.766828 6.887478 1.781317  0.4762
C 5.824233 1.255187 -1.214940  -0.6105
H 6.756218 0.821713 -0.802870  0.3712
O 2.660202 -0.306324 2.857563  -0.6620
H 3.694788 3.657371 -0.358726  0.1664
H 3.870798 -5.260357 1.936957  0.4044
O 1.905129 2.063995 1.596243  -0.7122
H 3.795235 1.328069 -0.696237  -0.4459
H 4.786258 -3.133013 0.913944  0.2720
O 1.154501 -3.677113 -0.671834  -0.7678
O 2.835572 4.018556 -0.133463  -0.6967
H -0.908586 -4.369401 3.174696  0.0445
H 0.679629 3.189828 -2.571083  0.3563
H 1.565009 -3.660863 -1.565508  0.3090
H 6.651169 3.104518 -1.065535  0.2798
C -5.766467 -0.832064 1.479217  -0.7659
O 1.923530 -4.512463 2.005203  -0.5479
H 2.774218 -1.458825 1.739822  0.1995
H -1.120117 -3.301945 -5.972559  0.3252
H 1.634516 -2.233680 -3.098788  0.4296
O 5.758589 2.731875 -1.140548  -0.4878
C 3.906266 -3.144512 1.555359  -0.3659
H 3.762129 -1.092045 -0.198503  0.1832
O -0.551676 5.833878 0.037840  -0.4301
H -0.031321 -4.369624 -3.475686  0.2906
C 1.495553 2.957366 -1.867697  1.0004
O -2.183546 -1.955008 3.312786  -0.3893
H -4.237562 3.699294 -0.928726  0.1767
H -3.271201 2.749157 1.151851  0.1425
C -1.237636 -1.224681 0.141868  0.6048
H -3.521910 -0.445509 1.885722  0.2037
H 4.759799 0.699490 0.638813  0.2357
C -3.563312 3.754538 -1.785631  -0.3772
O -1.956525 2.446719 -0.565012  0.6527
C 2.077492 4.223925 -1.334717  -0.4859
H 1.762762 -3.255931 -0.060714  0.1781
H 2.320269 2.825580 1.188814  0.3092
C 0.621219 -3.600151 -5.352474  -0.6232
H 1.307544 -4.230631 1.304615  0.4227
H 0.724796 -1.465581 0.891654  -0.5182
C -2.642196 2.603120 -1.847824  -0.5513
H -1.827776 2.739208 -2.572407  0.2082
C 0.013940 -0.641703 0.752844  0.3212
H -5.452295 1.107039 0.544951  0.4834
H 5.737918 0.914859 -2.269390  0.2473
H -3.041036 -4.216430 -0.374499  0.2970
H -1.648961 -2.069350 0.721968  -0.1002
H -4.962470 -2.404955 0.579436  0.3160
H 2.064909 1.353245 -2.721013  0.3166
H -4.736047 -0.208177 -0.337414  0.1159
O -3.681688 3.599230 1.384805  -0.5738
H 0.802303 -2.627075 -5.943939  0.2412
H 2.434691 0.605674 2.495639  0.3893
H 3.180069 -4.745340 0.306964  0.2438
O -2.803698 4.961276 -1.690388  -0.6513
H -2.133463 5.695507 1.465132  0.1966
H -3.956442 3.398675 2.324945  0.3076
C -0.969736 5.915091 1.364217  -0.5408
H -2.148596 -5.312064 4.138000  0.3089
H -1.028432 6.502532 -0.437843  0.2878
H -2.073965 4.681781 -1.099822  0.1696
C -1.931337 -4.367628 3.553574  -0.2060
H -2.639103 -3.946472 -1.778686  0.3380

Cartesian forces (eV/Å) of the 6 atoms listed first:
2.4 -0.1 -0.5
-0.3 -1.9 -1.5
-0.7 0.1 -0.6
-1.5 -0.1 0.6
1.0 1.0 0.8
0.2 -0.6 -0.8

Properties
- HOMO level (eV) = -9.87
- orbital gap (eV) = 10.24

DFT (wB97M-V/def2-TZVPD) results for a structure of composition C26H26CrFN3O3STe2 in a non-equilibrium geometry.

Each line ends with the natural charge from an NBO analysis.
CARTESIAN COORDINATES (ANGSTROEM)
H 12.924836 6.901219 19.712863  0.4336
C 7.703426 9.559746 8.142102  -0.2047
C 14.009906 7.903330 10.986072  0.5060
Cr 13.147430 8.646832 8.394741  1.2212
C 14.535497 7.943087 14.666783  -0.3384
C 17.621137 9.554897 14.056328  -0.6269
C 15.372261 7.668626 10.560862  -0.2808
H 18.601945 9.663527 14.546561  0.2222
C 13.893419 8.343864 17.539910  -0.2308
O 12.951491 8.049628 10.229311  -0.6993
H 11.563569 5.398149 18.481188  0.2377
C 12.476261 8.109269 12.878571  -0.1669
H 9.487149 10.521051 7.356993  0.2226
H 9.681912 6.284182 7.694351  0.2160
C 11.854681 7.115429 17.165432  -0.2295
H 13.361767 9.036278 18.225878  0.1991
C 12.208182 8.165539 14.214959  0.3126
S 12.789906 13.859061 9.643133  0.3819
H 16.836747 9.960169 14.724829  0.2041
C 9.134211 7.202354 7.869701  -0.2509
H 7.365696 6.234606 8.612500  0.2000
C 14.154555 13.487439 7.428416  -0.3142
H 12.339243 16.036092 8.616149  0.2193
H 6.073659 8.364881 8.836037  0.2014
H 11.657995 8.285297 12.176928  0.2806
H 18.152011 7.671898 13.108260  0.2231
N 12.958786 7.810466 16.570355  -0.4684
H 14.834336 13.036346 6.723457  0.2293
C 13.205353 7.978078 15.199731  0.1952
C 14.491002 7.182469 18.353624  -0.2419
C 14.846212 7.968195 13.303054  0.2831
Te 14.806452 11.020268 9.071205  -0.3574
O 16.909030 7.357835 8.787710  -0.6381
C 13.599215 14.756360 7.340438  -0.2615
C 7.820039 7.175477 8.356269  -0.2210
O 14.759889 7.652270 8.280604  -0.7771
C 7.100202 8.364219 8.480930  -0.2467
C 13.852559 12.807405 8.642975  -0.4566
C 15.742512 7.552749 9.124267  0.7744
H 11.166491 6.787263 16.392378  0.2722
H 17.624526 10.172001 13.135715  0.2482
F 10.931102 8.414040 14.585866  -0.3266
H 15.336588 7.907751 15.366249  0.1940
Te 11.444000 8.307786 6.257808  -0.3277
H 13.845740 5.531856 19.408862  0.4449
H 11.342330 7.839458 17.844498  0.1982
C 12.838214 15.104015 8.442076  -0.4481
C 9.732436 8.412971 7.489990  -0.2357
N 13.386871 6.354065 18.983933  -0.5029
H 15.150028 7.567896 19.124459  0.2349
H 12.890126 5.180032 17.271747  0.2400
H 7.158227 10.489086 8.212902  0.2028
C 12.384446 5.917106 17.953931  -0.2422
H 17.245166 7.460254 14.612034  0.1830
H 17.335960 7.274951 11.265573  0.2425
C 9.007111 9.587129 7.643662  -0.2539
H 13.712795 15.400166 6.469401  0.2142
C 13.789738 7.956771 12.370063  -0.1639
H 15.077440 6.513614 17.664538  0.2347
N 16.152231 7.969100 12.836321  -0.3713
C 17.347418 8.091845 13.702759  -0.1990
C 16.341883 7.597166 11.529301  0.1514
H 14.692109 8.892623 17.058685  0.2581

Cartesian forces (eV/Å) of the 6 atoms listed first:
0.0 -0.1 0.0
0.5 0.3 -0.2
-1.7 0.4 -3.0
-0.1 0.8 -1.0
-1.4 0.1 0.9
-0.1 0.3 -0.1

Properties
- 2S+1 = 5
- HOMO level (alpha / beta) (eV) = -4.72 / -5.32
- orbital gap (alpha / beta) (eV) = 2.39 / 2.99

DFT (wB97M-V/def2-TZVPD) results for a structure of composition C26H29FN2OP2Pd in a non-equilibrium geometry.

Each line ends with the natural charge from an NBO analysis.
CARTESIAN COORDINATES (ANGSTROEM)
H -0.348159 5.021833 0.146226  0.1894
C 3.152712 -1.332832 2.246599  -0.2772
C 2.248919 -0.353660 2.835473  0.3775
C -0.615366 -1.421548 1.165467  -0.8851
C -0.653783 1.981034 -2.677101  -0.3088
C 4.312370 -2.458217 0.472632  -0.3383
C -1.102541 2.883072 -1.699036  -0.3172
C 4.827026 -3.373695 1.336358  -0.2117
H -2.582000 5.181571 -3.743726  0.1899
H -2.222388 4.706360 -1.370548  0.1853
H -0.986378 -0.330602 -4.359544  0.1810
H -2.619097 -5.227017 -0.686785  0.1977
C -1.002112 -0.691982 -3.308003  -0.9462
F -5.119308 -4.474530 -0.360560  -0.3725
C -1.721363 -2.295332 0.885036  0.0155
H -1.738336 3.572706 -5.478735  0.1873
H -0.609560 -1.711908 -3.272724  0.2226
C 3.508067 -1.325849 0.835986  0.4392
C -2.173739 3.076764 0.962055  -0.9642
C -2.744142 -4.305537 -0.150048  -0.2889
C -4.010704 -3.824897 0.134164  0.2951
C -1.831199 4.011379 -2.101805  -0.1702
H 1.035930 4.153464 -0.655769  0.2298
H 4.493080 -2.572867 -0.603511  0.1865
H 2.406603 0.842861 -2.783169  0.2412
H -1.982036 3.042830 2.040143  0.2213
H 5.457589 -4.163243 0.918253  0.1748
C 1.646089 0.177508 -3.172777  -0.9407
H 0.354044 -1.919849 1.087664  0.2014
H -3.163195 -0.941438 1.677487  0.2006
C -4.156170 -2.664061 0.860668  -0.2992
H 1.991974 -0.841648 -2.976092  0.2375
N 2.048234 0.917406 2.495625  -0.4586
C 4.531018 -3.322089 2.701316  -0.3962
H -0.719562 -0.992181 2.163173  0.1935
P 0.064099 0.325882 -2.161157  0.8594
H -0.516254 1.566318 -4.792088  0.1976
H 0.105578 0.492383 5.134984  0.1919
C 0.353710 4.181474 0.207040  -0.9416
H 0.716114 2.398227 3.331692  0.1842
C 1.140060 1.406340 3.412812  -0.0926
Pd -0.175594 0.427653 0.028612  0.0708
C -0.878811 2.253313 -4.029206  -0.2093
H 1.326020 -1.596026 4.222334  0.4088
H 0.911857 4.215599 1.141572  0.2233
N 1.516460 -0.656757 3.949675  -0.5436
P -0.587769 2.558904 0.109947  0.8526
H 1.552893 0.292763 -4.277894  0.1768
C -3.039536 -1.897659 1.212001  -0.2208
C 3.714372 -2.294004 3.102453  -0.1253
C -2.077866 4.267480 -3.456610  -0.2570
H 3.537184 -2.176439 4.168546  0.1683
H 4.933691 -4.075796 3.372090  0.1790
H -2.546761 4.074434 0.699493  0.1747
H -2.912098 2.314321 0.703644  0.2348
O 3.176326 -0.447572 0.020296  -0.7054
C -1.626356 -3.538734 0.252106  -0.2498
C -1.588402 3.375608 -4.409021  -0.2408
H -5.155713 -2.307094 1.074753  0.1957
H -2.010471 -0.716670 -2.912301  0.2312
C 0.802861 0.454805 4.315647  -0.1532
H -0.648110 -3.922557 0.014190  0.1984

Cartesian forces (eV/Å) of the 6 atoms listed first:
0.2 0.0 -0.1
0.4 -0.3 0.2
0.0 1.0 -0.2
0.3 -0.2 0.7
0.1 -0.2 -0.3
0.2 -0.1 -1.3

Properties
- net charge = -2
- HOMO level (eV) = 0.11
- orbital gap (eV) = 4.61

DFT (wB97M-V/def2-TZVPD) results for the molecule C4H7NO2.

Each line ends with the natural charge from an NBO analysis.
CARTESIAN COORDINATES (ANGSTROEM)
H -0.518288 -1.913430 -0.693563  0.2228
H 2.607630 -0.526190 0.052568  0.3844
H -0.463984 0.388160 -1.733763  0.2332
O -1.571244 1.421199 1.193124  -0.5882
H -1.186773 -1.191717 0.859303  0.2384
O 0.947645 0.351857 1.357995  -0.6981
H 0.113833 0.652349 1.764507  0.5036
N 1.850428 -0.389344 -0.609475  -0.8242
H -1.684454 2.219645 -0.656118  0.1282
C -0.547415 -1.066425 -0.012990  -0.4456
C 0.644484 -0.202079 0.135167  0.4589
H 1.795647 -1.211845 -1.198393  0.3628
C -0.583636 0.323953 -0.656464  -0.4125
C -1.347672 1.387964 -0.008447  0.4362

Cartesian forces (eV/Å) of the 6 atoms listed first:
0.0 0.2 0.1
0.0 0.0 -0.1
0.0 0.0 0.2
0.1 0.0 -0.4
0.1 0.1 -0.1
-0.1 0.0 0.0

Properties
- structure (SMILES) = N[C@]1(O)C[C@H]1C=O
- HOMO level (eV) = -8.99
- orbital gap (eV) = 9.73

Here are the calculated DFT total energy numbers, same order: -2531.03704 -3474.78858 -2103.34149 -361.81130 (a.u.).
Here are the calculated ΔE to the lowest compared entry with this formula, charge and spin numbers, same order: 22.3 0.0 0.0 43.7 (kcal/mol).